[1]
This record from OMol25 describes 9 unconnected molecules or ions with the total composition C33H79N9O7 in a non-equilibrium geometry. The level of theory is wB97M-V/def2-TZVPD.

Geometry as ORCA input:
```
! RIJCOSX wB97M-V def2-TZVPD def2/J DEFGRID3
* xyz -1 2
O 5.861 -0.425 -2.200
O 0.526 -2.805 -5.852
O 0.390 0.578 2.187
O -2.265 1.356 -1.924
O 1.297 2.687 -3.486
O 5.179 3.662 0.278
O -0.096 -2.885 -2.284
N 5.666 0.992 -0.426
N 1.285 -4.525 4.577
N 3.737 4.302 1.894
N 0.246 3.075 -1.436
N -2.250 -3.460 -2.459
N -6.432 3.100 1.127
N -2.156 -0.038 -3.609
N 2.068 -2.108 -4.340
N 0.527 0.045 -0.019
C 0.648 -5.653 3.861
C 3.388 -1.561 -3.917
C -6.510 1.647 0.926
C -0.186 4.077 -0.410
C -1.112 -3.340 -1.822
C -0.980 -3.835 -0.448
C -2.811 0.515 -2.615
C 5.545 0.664 -1.724
C 1.929 0.191 -0.310
C 2.927 -3.522 -6.152
C -8.648 3.733 2.308
C 5.730 5.655 1.360
C -7.693 3.848 1.112
C 1.736 -2.813 -5.441
C -0.767 0.216 -4.014
C -0.117 0.234 1.126
C 6.260 0.247 0.681
C 2.820 3.202 1.912
C 4.830 4.484 1.124
C -4.225 0.040 -2.313
C -7.134 1.284 -0.421
C -1.596 -0.170 1.189
C 2.033 -2.139 4.363
C -0.838 -5.480 3.642
C 3.753 -5.187 4.095
C -3.493 -4.164 -2.129
C 2.614 -4.928 5.126
C 5.193 1.822 -2.516
C 1.283 -3.343 3.690
C -4.257 2.838 2.217
C 2.321 4.267 -2.160
C -5.697 3.277 2.335
C 1.210 3.255 -2.401
H 4.204 2.102 -2.152
H 3.114 -2.274 4.399
H 5.903 2.629 -2.337
H -8.940 2.683 2.278
H 1.041 -5.978 2.898
H 2.486 -5.753 5.827
H 4.190 -2.166 -4.341
H -1.254 4.292 -0.458
H -9.509 4.347 2.045
H 3.353 -0.586 -4.402
H 3.440 5.101 2.435
H -0.880 -4.829 2.769
H 2.386 0.981 0.286
H 3.389 2.283 2.052
H 6.052 5.742 2.398
H 1.801 -3.675 2.791
H -1.138 -4.913 -0.415
H 3.432 -6.148 3.693
H -6.223 2.705 3.099
H 2.576 -3.972 -7.081
H 0.159 5.110 -0.451
H -0.323 2.292 -1.724
H -4.402 -0.195 -1.264
H 2.959 4.434 -3.028
H 2.069 3.338 2.690
H 2.227 3.009 1.018
H -3.422 -4.566 -1.118
H -5.543 1.209 0.677
H -8.216 1.393 -0.351
H 0.049 -3.644 -0.143
H -8.290 3.613 0.230
H -8.206 4.045 3.254
H 0.018 3.653 0.573
H -0.531 -0.544 -4.759
H 1.519 -1.961 5.308
H 5.288 6.605 1.060
H -5.001 0.744 -2.614
H -1.669 -3.348 0.242
H -0.012 0.128 -3.233
H 3.798 -4.436 3.306
H 3.360 -1.571 -2.827
H 0.749 -6.509 4.528
H -4.360 -0.896 -2.856
H 5.415 1.935 -0.165
H 6.658 5.600 0.790
H -3.605 3.413 2.875
H -3.940 -4.879 -2.819
H -6.948 0.229 -0.627
H -1.972 -0.697 0.312
H 3.362 -4.288 -5.511
H -1.599 -0.901 1.997
H -4.344 -3.482 -2.122
H -5.695 4.319 2.654
H 2.456 -0.749 -0.147
H -2.525 -0.887 -4.013
H 5.599 -0.057 1.493
H 0.245 -3.091 3.470
H 7.003 0.979 0.998
H 6.874 -0.564 0.291
H -2.267 0.581 1.605
H 1.278 -1.711 -3.852
H -4.164 1.810 2.569
H 1.913 5.257 -1.957
H 4.719 -5.321 4.580
H -3.740 2.926 1.262
H 1.963 -1.252 3.734
H 2.982 -4.141 5.783
H -1.348 -4.988 4.471
H -6.986 1.162 1.779
H 2.039 0.528 -1.341
H -2.246 -3.036 -3.376
H 3.738 -2.831 -6.384
H -7.353 4.880 1.027
H 2.952 3.812 -1.397
H -0.696 1.152 -4.569
H -0.053 -0.276 -0.781
H -1.364 -6.408 3.421
H 4.893 1.625 -3.545
H -6.632 1.965 -1.107
*
```

Calculated values
- DFT total energy (a.u.) = -2324.21392
- maximum force (eV/A) = 3.485


[2]
This record from OMol25 describes 3 unconnected molecules or ions with the total composition C25H43ClN7O4P2S in a non-equilibrium geometry. The level of theory is wB97M-V/def2-TZVPD.

Geometry as ORCA input:
```
! RIJCOSX wB97M-V def2-TZVPD def2/J DEFGRID3
* xyz -1 1
Cl -6.183 -0.578 -2.834
S -0.862 -2.048 -2.737
P -0.591 -1.647 6.003
P 2.212 2.696 -5.451
O 0.354 -0.594 5.474
O -3.262 -1.103 2.300
O -4.153 -3.134 2.038
O 1.239 1.860 -4.662
N 0.512 -2.278 7.188
N -1.694 -0.533 6.743
N -1.370 -2.452 0.107
N 1.042 3.780 -6.128
N -1.647 -3.013 6.300
N 2.620 1.470 -6.597
N 3.576 3.647 -6.021
C 0.209 -2.459 8.591
C -4.735 -1.150 -1.998
C 0.464 -1.089 0.926
C -2.418 0.327 5.798
C -3.567 -1.351 -2.714
C -1.008 -4.308 5.937
C -2.424 -0.707 7.980
C -3.719 -2.039 1.604
C 0.349 4.621 -5.152
C -2.476 -1.782 -1.986
C 1.968 -0.024 -0.638
C 3.717 4.959 -5.346
C 1.061 4.388 -7.443
C 1.276 -0.541 -1.732
C 0.177 -1.331 -1.453
C -3.709 -1.802 0.086
C -2.530 -2.012 -0.618
C 4.877 2.961 -5.780
C 2.601 1.637 -8.036
C -4.808 -1.350 -0.642
C 1.561 -0.278 0.653
C -2.907 -2.986 5.498
C 2.226 0.101 -6.277
C 1.914 -1.909 7.055
C -0.226 -1.613 -0.151
H -0.768 -2.916 8.747
H 3.192 0.849 -8.517
H -3.495 -1.164 -3.783
H -0.112 -4.501 6.521
H 1.157 -0.066 -6.454
H 5.698 3.575 -6.156
H -1.693 -5.133 6.145
H -1.770 -0.925 8.820
H -3.449 -3.924 5.616
H 3.698 4.865 -4.257
H -2.920 0.227 8.258
H 1.552 -0.333 -2.764
H -1.724 0.801 5.104
H -0.045 4.014 -4.336
H 5.041 2.771 -4.715
H 2.826 0.616 -0.842
H 1.859 5.132 -7.583
H -3.588 -2.211 5.843
H -1.098 -3.378 -0.232
H 4.941 2.012 -6.303
H 1.584 1.575 -8.441
H 3.064 2.572 -8.351
H -3.203 -1.482 7.938
H 2.786 -0.612 -6.888
H -0.502 5.137 -5.598
H -5.724 -1.158 -0.083
H 2.100 -0.885 7.404
H 1.136 3.652 -8.238
H 4.654 5.437 -5.634
H 2.448 -0.141 -5.241
H 0.926 -3.151 9.049
H 0.115 4.899 -7.635
H 2.247 -1.990 6.023
H 2.933 5.654 -5.644
H -2.720 -2.827 4.433
H 2.547 -2.586 7.639
H -0.735 -4.339 4.879
H -2.946 1.132 6.314
H -3.150 -0.224 5.198
H 1.005 5.382 -4.707
H 2.088 0.148 1.508
H 0.114 -1.324 1.928
H 0.266 -1.513 9.147
*
```

Calculated values
- DFT total energy (a.u.) = -3203.74386
- maximum force (eV/A) = 7.620


[3]
This record from OMol25 describes C2H6NPS in the gas phase in a non-equilibrium geometry. The level of theory is wB97M-V/def2-TZVPD.

Geometry as ORCA input:
```
! RIJCOSX wB97M-V def2-TZVPD def2/J DEFGRID3
* xyz 0 1
S -2.464 -0.487 -0.672
P 1.610 -0.824 0.005
N 0.037 -0.801 0.589
C -0.575 1.530 -0.111
C -1.232 0.259 -0.174
H -0.405 -1.641 0.889
H -0.136 1.665 0.842
H 1.672 -1.698 -1.162
H 2.118 -1.587 1.067
H 0.349 1.182 -0.788
H -0.973 2.402 -0.484
*
```

Calculated values
- SMILES = CC(=S)NP
- ΔE to the lowest compared entry with this formula, charge and spin (kJ/mol) = 256.91
- DFT total energy (a.u.) = -873.99312
- maximum force (eV/A) = 5.447


[4]
This record from OMol25 describes C2H4INS in the gas phase in a non-equilibrium geometry. The level of theory is wB97M-V/def2-TZVPD.

Geometry as ORCA input:
```
! RIJCOSX wB97M-V def2-TZVPD def2/J DEFGRID3
* xyz 0 1
I -1.563 0.108 -1.056
S 1.053 0.216 1.866
N -1.991 0.669 0.618
C 0.609 -0.916 -0.615
C 1.147 0.106 0.238
H 0.065 -1.786 -0.123
H -1.679 1.565 1.008
H 0.852 -0.879 -1.616
H 1.508 0.917 -0.320
*
```

Calculated values
- ΔE to the lowest compared entry with this formula, charge and spin (kJ/mol) = 414.70
- DFT total energy (a.u.) = -829.06493
- maximum force (eV/A) = 4.064


[5]
This record from OMol25 describes C5H7N in the gas phase. The level of theory is wB97M-V/def2-TZVPD.

Geometry as ORCA input:
```
! RIJCOSX wB97M-V def2-TZVPD def2/J DEFGRID3
* xyz 0 1
N -0.404 -0.864 -0.788
C -0.007 1.053 0.018
C -1.273 0.135 -0.120
C -1.367 -1.124 0.589
C 0.796 0.003 -0.687
C 1.135 0.368 0.716
H 0.975 -0.327 1.535
H -0.647 -1.191 1.410
H 1.469 0.094 -1.533
H -2.111 0.562 -0.675
H -0.025 2.119 -0.171
H -0.572 -1.801 -1.108
H 2.030 0.974 0.814
*
```

Calculated values
- ΔE to the lowest compared entry with this formula, charge and spin (kJ/mol) = 581.13
- DFT total energy (a.u.) = -249.25190
- maximum force (eV/A) = 0.656


[6]
This record from OMol25 describes a molecular structure, C32H60N11O3P2RbSb in a non-equilibrium geometry. The level of theory is wB97M-V/def2-TZVPD.

Geometry as ORCA input:
```
! RIJCOSX wB97M-V def2-TZVPD def2/J DEFGRID3
* xyz 1 1
Sb -2.039 5.762 0.197
Rb -0.423 1.340 -0.359
P 0.951 -4.051 1.366
P -1.570 -2.590 1.380
O 1.107 -3.261 0.126
O -1.000 -1.259 1.121
O -0.511 -3.737 1.965
N -2.725 3.093 -1.425
N -2.733 -2.503 2.494
N -1.287 3.310 1.639
N 0.665 5.955 1.267
N -0.224 -1.446 -2.250
N 1.905 -3.758 2.676
N 2.465 0.153 -3.065
N 1.110 -5.646 1.110
N 2.165 -0.701 -0.224
N 0.890 2.689 -2.933
N -2.268 -3.323 0.053
C 2.468 6.178 2.805
C -2.112 4.962 -2.809
C 2.782 1.344 -3.766
C 3.540 -0.352 -2.238
C -2.559 2.835 -3.784
C -1.860 2.619 3.858
C -3.147 4.318 2.705
C 2.247 5.601 -0.958
C -2.117 4.124 -3.881
C 3.295 -4.250 2.630
C 1.434 -6.223 -0.201
C 0.195 -0.966 -3.567
C 1.970 5.933 1.403
C -0.026 1.468 2.717
C -2.215 4.279 1.685
C 1.681 -0.784 -3.880
C -3.864 -3.366 2.674
C -2.920 3.451 3.803
C -2.561 -1.557 3.615
C -3.296 0.899 -2.393
C 3.095 -1.322 -1.148
C 0.804 5.561 -1.079
C 1.764 -2.519 3.441
C 0.973 -6.663 2.146
C -2.860 2.361 -2.515
C -3.235 -2.553 -0.712
C 1.600 2.232 -4.116
C -2.406 4.401 -1.559
C -2.052 -4.651 -0.416
C -1.106 2.465 2.696
C 2.795 5.812 0.255
C 0.081 5.755 0.069
H 3.305 -5.308 2.502
H -1.728 -5.371 0.318
H 2.197 -7.034 -0.045
H -4.719 -2.718 2.956
H -3.980 5.024 2.770
H -3.518 3.553 4.694
H 2.893 5.495 -1.785
H -3.715 -4.031 3.498
H 0.376 -7.506 1.721
H 4.218 -0.960 -2.868
H 3.799 -3.969 3.570
H 3.519 1.243 -4.636
H 1.561 6.013 3.457
H -4.277 -2.932 -0.744
H -1.656 2.014 4.751
H 1.101 -1.785 2.960
H 3.321 5.619 3.094
H -1.702 4.471 -4.839
H 1.933 3.019 -4.750
H -0.039 0.779 1.893
H 1.800 -0.418 -4.920
H 3.430 1.904 -3.102
H 0.485 -1.133 -1.586
H 2.646 -0.217 0.563
H 2.030 -7.077 2.472
H 0.993 1.909 2.681
H 0.520 -6.731 -0.579
H 1.435 -2.687 4.485
H 3.982 -1.714 -0.611
H -2.575 2.145 -4.619
H -1.602 -1.045 3.581
H 3.877 5.897 0.372
H -1.452 -4.831 -1.375
H -0.089 2.903 -3.099
H -4.102 0.730 -3.059
H 0.974 1.653 -4.767
H 1.349 3.443 -2.482
H 1.684 -1.475 0.179
H -3.378 -0.748 3.632
H -0.225 -1.616 -4.308
H 4.126 0.450 -1.778
H 0.484 -6.190 3.002
H -3.685 0.627 -1.440
H 3.964 -3.806 1.847
H 2.618 -2.193 -1.616
H -1.798 6.005 -2.927
H -2.614 -2.109 4.498
H 1.844 -5.395 -0.819
H -3.055 -5.086 -0.603
H 2.241 -1.783 -3.857
H -0.361 -2.446 -2.210
H -0.031 0.907 3.673
H 2.709 -1.958 3.413
H -2.862 -2.394 -1.744
H -2.483 0.152 -2.606
H -3.421 -1.543 -0.332
H 2.645 7.247 2.870
H -4.086 -3.826 1.709
H -0.171 0.074 -3.633
H 0.397 5.341 -2.037
*
```

Calculated values
- ΔE to the lowest compared entry with this formula, charge and spin (kJ/mol) = 0.00
- DFT total energy (a.u.) = -3030.36511
- maximum force (eV/A) = 2.665


[7]
This record from OMol25 describes a molecular structure, C6H26O10Sr in a non-equilibrium geometry. The level of theory is wB97M-V/def2-TZVPD.

Geometry as ORCA input:
```
! RIJCOSX wB97M-V def2-TZVPD def2/J DEFGRID3
* xyz 3 2
Sr 3.005 23.674 -29.437
O 3.435 23.615 -32.151
O 4.898 23.240 -27.796
O 1.619 25.644 -28.318
O 4.634 26.060 -28.039
O 2.594 20.935 -29.604
O 2.040 22.871 -27.242
O 0.851 23.361 -30.583
O 5.117 22.301 -30.355
O 3.489 18.671 -26.715
O 3.022 25.892 -30.758
C 5.785 24.140 -27.242
C 3.379 20.202 -28.665
C 4.780 23.334 -32.404
C 2.651 19.484 -27.452
C 5.129 21.990 -31.714
C 5.094 25.468 -26.898
H 1.271 25.949 -27.479
H 1.432 22.180 -26.980
H 3.128 26.802 -30.481
H 1.490 26.382 -28.913
H 6.255 23.811 -26.315
H 1.676 19.071 -27.708
H 5.906 26.062 -26.479
H 2.157 20.281 -30.153
H 5.334 24.250 -32.198
H 0.209 22.657 -30.489
H 4.831 23.139 -33.475
H 4.006 19.459 -29.157
H 2.999 23.051 -32.795
H 3.114 18.575 -25.837
H 2.386 23.213 -26.417
H 6.040 22.450 -30.136
H 4.095 20.869 -28.184
H 4.886 22.430 -27.281
H 6.478 24.188 -28.081
H 2.600 20.251 -26.679
H 4.445 21.150 -31.835
H 4.438 26.982 -27.854
H 0.480 23.938 -31.250
H 2.976 25.935 -31.713
H 6.153 21.777 -32.023
H 4.219 25.377 -26.254
*
```

Calculated values
- DFT total energy (a.u.) = -1026.29001
- maximum force (eV/A) = 3.281


[8]
This record from OMol25 describes C19H26N2O4 in the gas phase in a non-equilibrium geometry. The level of theory is wB97M-V/def2-TZVPD.

Geometry as ORCA input:
```
! RIJCOSX wB97M-V def2-TZVPD def2/J DEFGRID3
* xyz 0 1
O 2.180 -1.476 2.363
O 1.565 -1.413 -0.951
O -2.847 -1.573 -2.899
O 0.570 1.939 -0.633
N -2.434 -0.811 -1.853
N -0.492 -0.514 -0.606
C -0.938 3.821 -0.230
C 1.675 -2.644 1.741
C 1.620 2.536 1.480
C -0.733 -2.115 -2.545
C -1.176 -1.122 -1.632
C 2.395 0.742 2.867
C 1.940 -0.214 1.945
C 0.301 3.289 -0.955
C 1.309 0.228 0.777
C -1.706 -3.071 3.609
C -2.069 -3.269 -4.456
C 0.169 -2.821 1.938
C -0.201 -2.941 3.415
C 1.158 1.616 0.555
C -1.833 -2.351 -3.316
C -1.490 5.656 -1.908
C 2.243 2.085 2.634
C -1.161 5.315 -0.459
C 0.846 -0.654 -0.340
H -0.646 5.447 -2.560
H 1.174 3.922 -0.753
H -0.140 -3.720 1.401
H 1.942 -2.676 0.682
H -1.735 6.711 -1.998
H -1.152 -3.796 -4.698
H -0.363 -1.973 1.504
H 1.516 3.596 1.317
H -1.016 0.199 -0.120
H -0.271 5.866 -0.149
H 0.163 -2.058 3.945
H -2.221 -2.199 3.210
H -2.082 -3.953 3.095
H 0.299 -3.813 3.842
H 2.874 0.377 3.761
H 2.206 -3.451 2.256
H 2.607 2.801 3.355
H -2.406 -2.707 -5.325
H -1.988 5.639 0.177
H -2.845 -3.990 -4.203
H -1.811 3.261 -0.574
H -2.343 5.076 -2.251
H -0.826 3.635 0.841
H -1.949 -3.158 4.665
H 0.130 3.272 -2.034
H 0.241 -2.548 -2.599
*
```

Calculated values
- SMILES = CCCCOc1cccc(OCCCC)c1C(=O)Nc1cc(C)on1
- ΔE to the lowest compared entry with this formula, charge and spin (kJ/mol) = 280.51
- DFT total energy (a.u.) = -1150.03500
- maximum force (eV/A) = 1.297


Please write out number 2 again, unchanged.
This record from OMol25 describes 3 unconnected molecules or ions with the total composition C25H43ClN7O4P2S in a non-equilibrium geometry. The level of theory is wB97M-V/def2-TZVPD.

Geometry as ORCA input:
```
! RIJCOSX wB97M-V def2-TZVPD def2/J DEFGRID3
* xyz -1 1
Cl -6.183 -0.578 -2.834
S -0.862 -2.048 -2.737
P -0.591 -1.647 6.003
P 2.212 2.696 -5.451
O 0.354 -0.594 5.474
O -3.262 -1.103 2.300
O -4.153 -3.134 2.038
O 1.239 1.860 -4.662
N 0.512 -2.278 7.188
N -1.694 -0.533 6.743
N -1.370 -2.452 0.107
N 1.042 3.780 -6.128
N -1.647 -3.013 6.300
N 2.620 1.470 -6.597
N 3.576 3.647 -6.021
C 0.209 -2.459 8.591
C -4.735 -1.150 -1.998
C 0.464 -1.089 0.926
C -2.418 0.327 5.798
C -3.567 -1.351 -2.714
C -1.008 -4.308 5.937
C -2.424 -0.707 7.980
C -3.719 -2.039 1.604
C 0.349 4.621 -5.152
C -2.476 -1.782 -1.986
C 1.968 -0.024 -0.638
C 3.717 4.959 -5.346
C 1.061 4.388 -7.443
C 1.276 -0.541 -1.732
C 0.177 -1.331 -1.453
C -3.709 -1.802 0.086
C -2.530 -2.012 -0.618
C 4.877 2.961 -5.780
C 2.601 1.637 -8.036
C -4.808 -1.350 -0.642
C 1.561 -0.278 0.653
C -2.907 -2.986 5.498
C 2.226 0.101 -6.277
C 1.914 -1.909 7.055
C -0.226 -1.613 -0.151
H -0.768 -2.916 8.747
H 3.192 0.849 -8.517
H -3.495 -1.164 -3.783
H -0.112 -4.501 6.521
H 1.157 -0.066 -6.454
H 5.698 3.575 -6.156
H -1.693 -5.133 6.145
H -1.770 -0.925 8.820
H -3.449 -3.924 5.616
H 3.698 4.865 -4.257
H -2.920 0.227 8.258
H 1.552 -0.333 -2.764
H -1.724 0.801 5.104
H -0.045 4.014 -4.336
H 5.041 2.771 -4.715
H 2.826 0.616 -0.842
H 1.859 5.132 -7.583
H -3.588 -2.211 5.843
H -1.098 -3.378 -0.232
H 4.941 2.012 -6.303
H 1.584 1.575 -8.441
H 3.064 2.572 -8.351
H -3.203 -1.482 7.938
H 2.786 -0.612 -6.888
H -0.502 5.137 -5.598
H -5.724 -1.158 -0.083
H 2.100 -0.885 7.404
H 1.136 3.652 -8.238
H 4.654 5.437 -5.634
H 2.448 -0.141 -5.241
H 0.926 -3.151 9.049
H 0.115 4.899 -7.635
H 2.247 -1.990 6.023
H 2.933 5.654 -5.644
H -2.720 -2.827 4.433
H 2.547 -2.586 7.639
H -0.735 -4.339 4.879
H -2.946 1.132 6.314
H -3.150 -0.224 5.198
H 1.005 5.382 -4.707
H 2.088 0.148 1.508
H 0.114 -1.324 1.928
H 0.266 -1.513 9.147
*
```

Calculated values
- DFT total energy (a.u.) = -3203.74386
- maximum force (eV/A) = 7.620


Which value of DFT total energy does entry 1 give? -2324.21392 a.u.